Version i
C4H12NO | ωB97M-V with the def2-TZVPD basis set

Results
SMILES: C[C@@H]([NH3+])CCO
Highest occupied orbital energy: -14.70 eV
LUMO: -3.208 eV

Geometry as ORCA input:
```
! RIJCOSX wB97M-V def2-TZVPD def2/J DEFGRID3
* xyz 1 1
O 2.0029 -0.7624 -0.7766
N 0.5683 0.0964 1.3192
C -1.8768 0.1485 0.9423
C 1.0968 0.0783 -1.5741
C -0.3155 -0.1673 -1.0256
C -0.5744 0.5323 0.3094
H -2.8448 0.1972 0.4673
H 2.6122 -1.2329 -1.3673
H -0.3030 -1.2533 -0.8790
H 0.1123 0.0041 2.2328
H -0.4459 1.6060 0.3693
H -1.9666 0.7222 1.8764
H 1.2752 -0.1232 -2.6190
H -1.1510 0.0592 -1.6870
H 1.2653 0.8313 1.3292
H 0.8998 -0.8571 1.1791
H 1.5011 1.0533 -1.2589
H -1.8558 -0.9328 1.1625
*
```

Löwdin population analysis, charges in e, atoms 1 to 5: atom 1 (O): -0.117, atom 2 (N): 0.223, atom 3 (C): -0.051, atom 4 (C): -0.179, atom 5 (C): -0.124



Version ii
C4H12NO | ωB97M-V with the def2-TZVPD basis set

Results
Highest occupied orbital energy: -14.49 eV
LUMO: -9.881 eV

Geometry as ORCA input:
```
! RIJCOSX wB97M-V def2-TZVPD def2/J DEFGRID3
* xyz 1 1
O -1.7387 0.3220 1.1582
N -2.2513 -1.0484 -1.0561
C 0.8374 -0.1488 0.0118
C 1.0717 0.5409 1.3218
C 0.5315 1.4507 0.2158
C 1.9821 -0.5713 -0.9344
H -0.0692 -0.8162 0.0737
H 2.3493 -1.5561 -0.6011
H 2.0317 0.7190 1.7719
H 2.8396 0.1455 -0.9483
H -2.2366 -0.7468 -0.1020
H 0.3192 0.2389 2.0810
H -2.9667 -1.7211 -1.2560
H -0.5530 1.6729 0.1093
H -2.4674 -0.1981 -1.5556
H 1.2152 2.2045 -0.1869
H -2.4574 0.2274 1.8227
H 1.5627 -0.7150 -1.9261
*
```

Löwdin population analysis, charges in e, atoms 1 to 5: atom 1 (O): -0.070, atom 2 (N): 0.181, atom 3 (C): -0.179, atom 4 (C): -0.091, atom 5 (C): 0.071



Least stable: version ii



Version i
C4H12NO | ωB97M-V with the def2-TZVPD basis set

Results
Highest occupied orbital energy (spin up / spin down): -14.16 / -14.25 eV
LUMO (spin up / spin down): -7.878 / -7.846 eV

Geometry as ORCA input:
```
! RIJCOSX wB97M-V def2-TZVPD def2/J DEFGRID3
* xyz 1 1
O -1.4787 -0.2619 0.8352
N 0.4712 0.4529 -0.2928
C -1.8932 -1.5358 1.0510
C 0.3640 0.0886 -1.6764
C 0.1389 1.7459 0.1938
C 1.6538 -0.1629 0.3691
H -1.5081 -2.0668 0.2309
H 2.4922 -0.0248 -0.3188
H 0.5755 1.0262 -2.2457
H -0.9088 1.7781 0.5166
H 1.0109 -0.7843 -1.8918
H -1.6633 -2.1232 1.9983
H -3.0083 -1.5240 0.9696
H 0.4113 2.5972 -0.5839
H 0.7448 2.0321 1.1381
H -0.6270 -0.2688 -2.0836
H 1.7662 0.2780 1.3304
H 1.4586 -1.2467 0.4601
*
```

Löwdin population analysis, charges in e, atoms 1 to 5: atom 1 (O): -0.017, atom 2 (N): -0.207, atom 3 (C): -0.136, atom 4 (C): -0.028, atom 5 (C): -0.059



Version ii
C4H12NO | ωB97M-V with the def2-TZVPD basis set

Results
Highest occupied orbital energy: -14.51 eV
LUMO: -5.489 eV

Geometry as ORCA input:
```
! RIJCOSX wB97M-V def2-TZVPD def2/J DEFGRID3
* xyz 1 1
O -0.2578 -3.3956 0.1799
N -0.9304 1.6393 -0.9371
C 1.2571 -0.7495 0.9969
C -0.7324 2.8784 -1.2349
C -0.3585 0.9977 0.2661
C 0.4837 -0.1990 -0.2119
H -0.2288 -3.2682 1.1236
H 0.6559 -0.8918 1.9038
H -1.2993 0.6665 0.7372
H -0.8452 -4.1270 -0.0523
H -0.8793 3.1710 -2.2684
H 0.2843 1.5276 0.9599
H -1.1303 0.9931 -1.6988
H -0.2143 -0.9953 -0.5046
H 1.2045 0.0270 -1.0008
H -0.8145 3.5704 -0.3989
H 2.1043 -0.1203 1.3253
H 1.7011 -1.7244 0.8151
*
```

Löwdin population analysis, charges in e, atoms 1 to 5: atom 1 (O): -0.050, atom 2 (N): 0.047, atom 3 (C): -0.112, atom 4 (C): 0.202, atom 5 (C): -0.145



Version iii
C4H12NO | ωB97M-V with the def2-TZVPD basis set

Results
Highest occupied orbital energy: -13.22 eV
LUMO: -8.213 eV

Geometry as ORCA input:
```
! RIJCOSX wB97M-V def2-TZVPD def2/J DEFGRID3
* xyz 1 1
O -1.3761 0.7036 2.5497
N 1.6645 -0.2441 -1.9761
C -0.5342 0.6803 0.2357
C 2.3370 -1.5667 -1.8187
C -0.3650 0.2035 1.6513
C -1.7915 0.3533 -0.4396
H -1.4191 1.6692 2.5112
H -0.1516 1.7272 0.1727
H 2.8619 -1.4537 -0.8731
H -0.5000 -0.8727 1.7125
H 2.9829 -1.8172 -2.6432
H -2.2144 -0.6398 -0.2158
H 1.5690 -2.3144 -1.6429
H -2.5858 1.0581 -0.2147
H -1.7441 0.3782 -1.5323
H 0.6291 0.5020 2.0249
H 1.0448 -0.0671 -1.1805
H 1.1965 -0.1351 -2.8682
*
```

Löwdin population analysis, charges in e, atoms 1 to 5: atom 1 (O): 0.025, atom 2 (N): -0.023, atom 3 (C): 0.123, atom 4 (C): -0.126, atom 5 (C): -0.223



Least stable: version i



Version i
C4H12NO | ωB97M-V with the def2-TZVPD basis set

Results
SMILES: C[C@H]([NH3+])CCO
Highest occupied orbital energy: -15.22 eV
LUMO: -3.142 eV

Geometry as ORCA input:
```
! RIJCOSX wB97M-V def2-TZVPD def2/J DEFGRID3
* xyz 1 1
O -0.2847 -0.9118 1.7582
N 0.1695 1.3814 0.5988
C -0.2283 -1.7134 0.5258
C -0.2234 0.5810 -0.6155
C 0.3710 -0.8046 -0.5311
C 0.1716 1.2887 -1.9195
H -0.3978 2.2269 0.7474
H 0.3647 -1.3033 -1.4966
H 1.2475 1.2508 -2.0838
H 1.4337 -0.6562 -0.2970
H -0.0352 0.7468 1.4001
H -0.1766 -1.4867 2.5001
H -1.3146 0.5878 -0.5404
H 1.1331 1.6988 0.6427
H -1.2555 -2.0280 0.3487
H -0.2942 0.7564 -2.7451
H -0.2053 2.3099 -1.8907
H 0.4015 -2.5768 0.7038
*
```

Löwdin population analysis, charges in e, atoms 1 to 5: atom 1 (O): -0.091, atom 2 (N): 0.205, atom 3 (C): -0.160, atom 4 (C): -0.344, atom 5 (C): -0.139



Version ii
C4H12NO | ωB97M-V with the def2-TZVPD basis set

Results
Highest occupied orbital energy: -15.86 eV
LUMO: -3.369 eV

Geometry as ORCA input:
```
! RIJCOSX wB97M-V def2-TZVPD def2/J DEFGRID3
* xyz 1 1
O 3.0027 0.4147 0.0581
N 0.5358 0.5336 -0.0042
C -1.1356 -1.4898 -0.1094
C 2.0501 -0.5165 -0.0382
C -1.7839 1.0820 0.2036
C -0.8825 0.0580 -0.3916
H -1.4798 2.1451 -0.0628
H 1.9059 -1.1468 -0.9476
H 0.6623 1.0428 0.8358
H -2.7277 0.9489 -0.2378
H 2.0383 -1.0926 0.8356
H -1.4138 -1.5111 0.9449
H -1.9608 1.0129 1.2204
H -0.1901 -1.9595 -0.3621
H -0.9100 0.1920 -1.4396
H -1.9616 -1.8616 -0.6858
H 1.0685 1.2453 -0.6653
H 3.1821 0.9026 0.8459
*
```

Löwdin population analysis, charges in e, atoms 1 to 5: atom 1 (O): 0.036, atom 2 (N): 0.096, atom 3 (C): 0.010, atom 4 (C): -0.062, atom 5 (C): -0.059



Least stable: version ii